1:
C2H3NO2 | wB97M-V/def2-TZVPD

```
8
Properties=species:S:1:pos:R:3:nbo_charge:R:1
H -1.651 1.198 0.307 0.12
O -1.616 -0.426 -0.881 -0.55
H 0.732 -0.925 -1.138 0.15
H 0.361 0.868 1.134 0.40
O 2.221 -0.508 0.143 -0.54
C -1.176 0.267 -0.004 0.54
N 0.065 0.063 0.612 -0.66
C 1.064 -0.538 -0.172 0.53
```

Calculated values
SMILES string: O=CNC=O
E_HOMO (eV): -10.47


2:
C2H3NO2 | wB97M-V/def2-TZVPD

```
8
Properties=species:S:1:pos:R:3:nbo_charge:R:1
C 0.388 -1.345 1.506 0.65
N -0.608 0.927 -1.451 -0.35
C -0.317 1.747 -2.185 0.13
O -0.413 -0.311 1.362 -0.69
H 0.325 -1.729 2.537 0.10
O 1.089 -1.814 0.660 -0.59
H -0.048 2.512 -2.865 0.24
H -0.417 0.013 0.436 0.52
```

Calculated values
SMILES string: O=CO.C#N
E_HOMO (eV): -10.43


3:
C2H3NO2 | wB97M-V/def2-TZVPD

```
8
Properties=species:S:1:pos:R:3:nbo_charge:R:1
H -1.814 -0.172 0.160 0.22
H -1.001 1.218 1.046 0.20
O -0.254 -1.818 0.424 -0.31
H 2.037 0.590 -0.760 0.49
O 1.199 1.024 -0.543 -0.65
C -0.893 0.322 0.441 -0.26
N 0.452 -1.228 -0.488 -0.02
C 0.274 0.064 -0.280 0.34
```

Calculated values
SMILES string: C=C(O)N=O
E_HOMO (spin up / spin down) (eV): -9.30 / -9.23


Which one sits at the bottom of the stability order? 3 does.


1:
C2H3NO2 | wB97M-V/def2-TZVPD

```
8
Properties=species:S:1:pos:R:3:nbo_charge:R:1
H 0.230 0.252 2.094 0.41
O 1.713 0.522 -0.003 -0.58
H -1.137 -0.252 1.147 0.41
H 0.089 0.399 -2.101 0.14
C -0.218 -0.170 -1.206 0.35
N -0.197 0.104 1.192 -0.80
O -1.052 -1.041 -1.232 -0.49
C 0.543 0.198 0.067 0.56
```

Calculated values
SMILES string: NC(=O)C=O
E_HOMO (eV): -10.02


2:
C2H3NO2 | wB97M-V/def2-TZVPD

```
8
Properties=species:S:1:pos:R:3:nbo_charge:R:1
N 0.265 -0.613 0.295 -0.20
H -1.015 -0.791 -1.518 0.22
H -1.745 0.005 -0.139 0.21
H -0.493 0.872 -1.036 0.21
C -0.930 -0.017 -0.717 -0.39
C 1.241 0.132 0.833 0.85
O 2.304 0.616 0.560 -0.55
O 0.373 -0.204 1.722 -0.35
```

Calculated values
SMILES string: CN1OC1=O
E_HOMO (eV): -10.34


Which one sits at the bottom of the stability order? 2 does.


1:
C5H8N2O | wB97M-V/def2-TZVPD

```
16
Properties=species:S:1:pos:R:3:nbo_charge:R:1
C -0.299 -0.381 -0.257 -0.27
H -1.216 -1.765 1.240 0.23
H 0.640 2.880 0.492 0.43
H 1.923 -0.186 -0.660 0.21
N 0.650 1.688 0.911 -0.85
H 1.561 1.258 1.178 0.38
C -1.676 -0.502 -0.817 0.27
C 0.932 -0.865 -1.098 -0.61
C -0.137 1.109 -0.080 0.67
H -1.186 -0.296 1.821 0.24
H 1.303 -2.065 -1.195 0.27
H 0.782 -1.110 1.407 0.19
C -0.564 -0.913 1.221 -0.56
N -2.582 -0.504 -1.652 -0.28
H 0.725 -0.267 -1.998 0.24
O -0.855 1.919 -0.512 -0.57
```

Calculated values
E_HOMO (eV): -10.22


2:
C5H8N2O | wB97M-V/def2-TZVPD

```
16
Properties=species:S:1:pos:R:3:nbo_charge:R:1
H -2.726 -0.216 -2.874 0.47
H -0.264 0.621 2.215 0.21
H -1.135 -2.090 -0.430 0.23
N 0.478 0.848 -0.435 -0.46
H -0.671 1.372 -2.295 0.37
H 1.612 0.501 2.766 0.21
O -1.798 -0.196 -2.906 -0.58
H 2.350 0.116 0.520 0.23
C 0.915 0.832 1.958 -0.60
C -0.466 -1.248 -0.238 -0.30
H 0.596 -2.034 1.459 0.23
N -1.282 0.653 -1.875 -0.32
H 1.051 1.981 1.876 0.23
C -0.383 0.028 -0.976 0.35
C 1.202 0.087 0.609 -0.14
C 0.520 -1.257 0.625 -0.15
```

Calculated values
SMILES string: C[C@H]1C=CC(NO)=N1
E_HOMO (eV): -8.98


3:
C5H8N2O | wB97M-V/def2-TZVPD

```
16
Properties=species:S:1:pos:R:3:nbo_charge:R:1
C 0.741 1.703 0.401 0.71
H -1.752 -1.386 1.800 0.40
H -1.931 0.301 0.234 0.22
N -0.887 -0.998 1.454 -0.86
C -0.944 0.135 0.659 -0.02
C -0.265 1.353 1.181 -0.56
C 1.102 -0.902 -1.007 -0.72
H -0.543 -0.027 -2.797 0.33
H 0.813 -1.875 -1.411 0.24
O 1.782 2.085 0.001 -0.47
H -0.630 1.936 2.013 0.25
H 1.543 -1.080 -0.025 0.22
N -0.823 0.368 -1.896 -0.63
C -0.086 0.016 -0.933 0.27
H 1.896 -0.462 -1.611 0.24
H -0.016 -1.167 1.937 0.38
```

Calculated values
SMILES string: [H]/N=C(\C)[C@@H](N)C=C=O
E_HOMO (eV): -8.51


4:
C5H8N2O | wB97M-V/def2-TZVPD

```
16
Properties=species:S:1:pos:R:3:nbo_charge:R:1
N -0.747 0.832 0.816 -0.17
H 1.555 -1.547 -1.723 0.23
H -2.485 -0.765 -1.530 0.39
C 0.787 0.871 0.859 -0.19
H 0.975 0.146 1.883 0.20
H 0.915 0.768 -1.069 0.18
C -1.079 -0.011 -0.180 0.39
H -2.270 1.767 0.177 0.49
H 1.935 -1.958 -0.022 0.21
O -1.658 1.964 0.886 -0.56
H 0.291 -1.475 0.924 0.22
H 1.026 1.877 0.790 0.21
C 1.394 0.019 -0.311 -0.30
C 1.441 -1.495 -0.740 -0.30
N -2.172 -0.047 -0.748 -0.75
C 0.093 -0.947 -0.012 -0.26
```

Calculated values
SMILES string: [H]/N=C1\[C@H]2C[C@@H]2CN1O
E_HOMO (eV): -8.75


Which one sits at the bottom of the stability order? 4 does.


1:
C5H8N2O | wB97M-V/def2-TZVPD

```
16
Properties=species:S:1:pos:R:3:nbo_charge:R:1
H 1.366 1.962 -2.036 0.21
H -0.301 3.167 -0.651 0.20
N -1.308 -1.646 1.464 -0.61
H 1.586 0.501 -2.719 0.23
C -0.404 2.211 -0.309 -0.48
O 0.097 -3.928 1.759 -0.53
H 0.852 -2.029 1.308 0.19
C 1.436 0.993 -1.674 -0.66
C -0.114 -2.641 1.402 0.49
C 0.244 1.023 -0.681 0.19
H -2.228 -1.871 1.365 0.40
H 2.447 0.804 -1.080 0.23
H -2.018 0.013 0.470 0.15
C -1.034 -0.680 0.545 0.30
H -0.697 2.295 0.805 0.20
N 0.076 -0.173 0.031 -0.53
```

Calculated values
SMILES string: C=C(C)/N=C/NC=O
E_HOMO (eV): -8.72


2:
C5H8N2O | wB97M-V/def2-TZVPD

```
16
Properties=species:S:1:pos:R:3:nbo_charge:R:1
C 0.512 -0.169 -0.078 -0.10
C -1.414 0.622 -1.507 -0.41
N 2.514 -1.078 -1.481 -0.32
H -2.265 0.125 -0.912 0.16
H 0.102 2.177 -0.482 0.38
H -0.458 1.026 1.497 0.19
C 1.695 -0.617 -0.778 0.29
O 1.543 0.281 2.128 -0.69
H 1.773 -0.706 2.704 0.47
C -0.205 -1.129 0.850 -0.43
H -1.159 0.021 -2.359 0.20
C 0.410 0.137 1.310 0.14
H 0.465 -2.016 1.039 0.25
H -2.006 1.465 -1.719 0.22
H -1.370 -1.011 0.607 0.26
N -0.137 0.871 -0.819 -0.61
```

Calculated values
E_HOMO (eV): -8.87


Which one sits at the bottom of the stability order? 2 does.